Here is a structure of composition C72H180N12O24 at a distorted geometry from the OMol25 dataset. Energies are from wB97M-V/def2-TZVPD.

Atoms and positions in Å:
C: 2.99 2.39 0.08
O: 4.34 2.78 0.16
C: 4.46 4.16 -0.13
C: 4.54 4.49 -1.62
N: 5.95 4.41 -2.03
C: 6.12 4.68 -3.47
C: 5.62 6.07 -3.86
O: 6.39 6.47 -4.97
C: 5.75 7.40 -5.78
H: 2.52 2.62 -0.88
H: 2.37 2.84 0.85
H: 2.92 1.31 0.27
H: 5.33 4.60 0.36
H: 3.68 4.75 0.36
H: 4.18 5.52 -1.72
H: 3.87 3.87 -2.23
H: 6.19 3.43 -1.89
H: 5.68 3.84 -4.03
H: 7.18 4.61 -3.70
H: 5.69 6.77 -3.02
H: 4.56 5.94 -4.12
H: 6.43 7.79 -6.54
H: 5.46 8.32 -5.25
H: 4.90 6.99 -6.34
C: 2.69 -1.60 -0.11
O: 1.62 -1.54 -1.03
C: 0.41 -1.05 -0.48
C: 0.44 0.42 -0.11
N: -0.80 0.78 0.56
C: -0.66 2.01 1.31
C: -1.97 2.24 2.13
O: -1.84 3.19 3.17
C: -1.29 4.42 2.74
H: 3.04 -0.60 0.12
H: 3.54 -2.14 -0.53
H: 2.47 -2.07 0.85
H: 0.09 -1.67 0.37
H: -0.33 -1.14 -1.28
H: 0.49 0.97 -1.07
H: 1.30 0.76 0.46
H: -1.66 0.79 0.01
H: -0.55 2.89 0.66
H: 0.14 1.94 2.05
H: -2.33 1.33 2.61
H: -2.82 2.57 1.51
H: -1.25 5.13 3.56
H: -1.90 4.88 1.96
H: -0.29 4.31 2.30
C: -3.30 5.54 -0.22
O: -3.03 6.53 0.76
C: -4.18 6.94 1.44
C: -3.82 8.02 2.44
N: -2.74 7.57 3.31
C: -2.05 8.59 4.08
C: -1.13 7.93 5.11
O: -0.17 7.16 4.40
C: 0.70 6.46 5.25
H: -3.43 4.58 0.32
H: -2.47 5.32 -0.88
H: -4.27 5.63 -0.71
H: -4.65 6.09 1.95
H: -4.93 7.38 0.76
H: -4.70 8.42 2.94
H: -3.42 8.93 1.96
H: -2.08 6.99 2.82
H: -2.66 9.30 4.65
H: -1.47 9.16 3.35
H: -1.62 7.35 5.89
H: -0.56 8.75 5.57
H: 1.16 5.59 4.79
H: 0.16 6.14 6.15
H: 1.46 7.12 5.68
C: -2.58 -2.76 -2.81
O: -2.95 -3.53 -3.93
C: -4.11 -3.01 -4.56
C: -4.56 -3.91 -5.70
N: -5.90 -3.57 -6.16
C: -6.39 -4.49 -7.21
C: -5.68 -4.31 -8.54
O: -4.45 -5.04 -8.56
C: -4.59 -6.40 -8.86
H: -3.36 -2.24 -2.26
H: -1.84 -1.99 -3.09
H: -1.96 -3.41 -2.18
H: -3.90 -1.96 -4.82
H: -4.90 -2.86 -3.80
H: -4.55 -4.87 -5.16
H: -3.77 -3.92 -6.44
H: -6.44 -3.67 -5.31
H: -7.41 -4.13 -7.35
H: -6.27 -5.52 -6.85
H: -5.42 -3.27 -8.74
H: -6.36 -4.53 -9.38
H: -5.28 -6.91 -8.17
H: -3.62 -6.88 -8.75
H: -4.89 -6.63 -9.89
C: -3.91 1.12 -1.08
O: -2.63 1.27 -1.67
C: -2.67 1.92 -2.93
C: -1.22 2.34 -3.19
N: -0.94 3.50 -2.35
C: 0.29 4.18 -2.70
C: 0.47 5.28 -1.67
O: 0.91 4.67 -0.46
C: 0.89 5.58 0.60
H: -4.33 2.09 -0.79
H: -3.90 0.52 -0.17
H: -4.58 0.63 -1.79
H: -3.33 2.79 -2.89
H: -2.98 1.24 -3.72
H: -1.21 2.55 -4.27
H: -0.53 1.51 -3.01
H: -0.93 3.18 -1.39
H: 0.17 4.66 -3.68
H: 1.11 3.46 -2.77
H: -0.44 5.84 -1.46
H: 1.24 6.00 -1.98
H: -0.12 6.01 0.73
H: 1.60 6.41 0.55
H: 1.09 5.04 1.53
C: 1.33 -0.87 -4.40
O: 0.26 -1.59 -4.99
C: -0.65 -0.78 -5.69
C: -1.67 -1.64 -6.43
N: -1.21 -2.02 -7.75
C: -2.04 -3.06 -8.33
C: -1.85 -3.21 -9.83
O: -0.50 -3.56 -10.06
C: -0.12 -3.41 -11.38
H: 1.86 -0.27 -5.15
H: 1.99 -1.65 -4.02
H: 1.01 -0.20 -3.59
H: -0.20 -0.06 -6.38
H: -1.23 -0.18 -4.97
H: -2.60 -1.08 -6.48
H: -1.82 -2.54 -5.82
H: -0.22 -2.23 -7.81
H: -3.09 -2.87 -8.12
H: -1.89 -4.05 -7.88
H: -2.10 -2.29 -10.37
H: -2.58 -3.93 -10.24
H: -0.80 -3.86 -12.11
H: 0.85 -3.89 -11.56
H: 0.09 -2.36 -11.65
C: 2.68 -4.91 1.11
O: 2.04 -5.39 2.25
C: 2.73 -6.35 3.03
C: 3.99 -5.84 3.71
N: 4.65 -6.98 4.34
C: 5.82 -6.59 5.11
C: 6.58 -7.77 5.69
O: 7.10 -8.57 4.66
C: 7.66 -9.79 5.10
H: 2.05 -4.15 0.66
H: 2.94 -5.67 0.37
H: 3.57 -4.32 1.36
H: 2.87 -7.23 2.39
H: 2.05 -6.72 3.80
H: 3.69 -5.18 4.54
H: 4.69 -5.23 3.12
H: 5.00 -7.60 3.62
H: 5.41 -6.03 5.97
H: 6.51 -5.89 4.63
H: 5.95 -8.39 6.35
H: 7.30 -7.37 6.42
H: 6.87 -10.40 5.54
H: 8.54 -9.65 5.74
H: 7.94 -10.34 4.20
C: 1.64 1.94 3.35
O: 1.51 0.62 2.87
C: 2.26 -0.32 3.62
C: 3.77 -0.04 3.68
N: 4.20 0.64 4.90
C: 3.90 -0.06 6.15
C: 4.63 0.58 7.30
O: 3.98 1.68 7.92
C: 3.67 2.75 7.07
H: 2.68 2.31 3.32
H: 1.20 2.06 4.34
H: 1.16 2.62 2.63
H: 2.03 -1.28 3.16
H: 1.78 -0.43 4.60
H: 4.00 0.62 2.84
H: 4.31 -0.97 3.51
H: 5.15 0.97 4.87
H: 4.21 -1.12 6.11
H: 2.82 -0.04 6.33
H: 5.63 0.94 7.02
H: 4.82 -0.16 8.08
H: 2.89 2.52 6.34
H: 4.59 3.08 6.58
H: 3.37 3.65 7.61
C: -1.92 -2.08 7.30
O: -2.67 -3.16 6.76
C: -1.92 -4.35 6.69
C: -1.67 -4.74 5.21
N: -1.01 -3.68 4.42
C: 0.44 -3.65 4.64
C: 1.05 -2.48 3.87
O: 0.84 -1.24 4.56
C: 0.03 -0.27 3.89
H: -1.10 -1.77 6.65
H: -1.59 -2.31 8.32
H: -2.59 -1.24 7.49
H: -2.49 -5.20 7.08
H: -0.97 -4.34 7.23
H: -2.59 -5.11 4.75
H: -1.01 -5.62 5.13
H: -1.32 -2.91 5.01
H: 0.94 -4.54 4.25
H: 0.67 -3.66 5.71
H: 0.69 -2.54 2.84
H: 2.14 -2.52 3.86
H: 0.40 0.03 2.90
H: 0.04 0.52 4.64
H: -1.02 -0.56 3.78
C: -4.27 5.27 5.66
O: -5.33 6.01 6.27
C: -5.74 7.07 5.43
C: -6.91 7.81 6.07
N: -7.21 9.06 5.38
C: -8.20 9.85 6.13
C: -8.85 10.94 5.27
O: -9.92 11.50 6.04
C: -9.45 12.44 7.00
H: -3.95 4.51 6.37
H: -3.33 5.79 5.46
H: -4.70 4.80 4.77
H: -6.10 6.76 4.45
H: -4.94 7.81 5.36
H: -6.64 7.99 7.12
H: -7.83 7.22 6.10
H: -6.33 9.57 5.33
H: -7.66 10.31 6.96
H: -8.94 9.14 6.49
H: -9.21 10.45 4.37
H: -8.11 11.65 4.91
H: -8.72 12.03 7.71
H: -10.34 12.70 7.57
H: -9.05 13.31 6.47
C: 8.61 -7.72 -5.62
O: 7.40 -7.01 -5.68
C: 6.83 -7.02 -6.99
C: 5.55 -6.20 -7.00
N: 5.83 -4.92 -6.34
C: 4.60 -4.15 -6.14
C: 4.96 -2.82 -5.43
O: 5.12 -3.05 -4.05
C: 5.16 -1.85 -3.33
H: 8.85 -7.89 -4.57
H: 9.43 -7.18 -6.10
H: 8.54 -8.73 -6.04
H: 6.66 -8.03 -7.37
H: 7.57 -6.50 -7.60
H: 4.81 -6.72 -6.38
H: 5.24 -6.04 -8.03
H: 6.21 -5.16 -5.44
H: 3.93 -4.69 -5.47
H: 4.06 -3.96 -7.07
H: 4.13 -2.15 -5.67
H: 5.95 -2.53 -5.78
H: 5.90 -1.14 -3.71
H: 5.37 -2.04 -2.28
H: 4.21 -1.29 -3.34
C: -2.78 -2.03 1.55
O: -3.71 -2.67 0.67
C: -3.81 -4.07 0.86
C: -2.57 -4.92 0.50
N: -3.01 -6.28 0.30
C: -3.67 -6.57 -0.95
C: -2.74 -6.66 -2.15
O: -1.92 -7.82 -2.00
C: -0.83 -7.76 -2.90
H: -1.86 -2.62 1.46
H: -3.09 -2.08 2.59
H: -2.55 -1.03 1.18
H: -4.63 -4.29 0.18
H: -4.20 -4.43 1.82
H: -1.86 -4.83 1.32
H: -2.11 -4.61 -0.44
H: -2.45 -7.06 0.59
H: -4.43 -5.82 -1.19
H: -4.23 -7.50 -0.86
H: -2.23 -5.69 -2.25
H: -3.32 -6.82 -3.07
H: -0.32 -6.80 -2.85
H: -1.10 -7.92 -3.94
H: -0.13 -8.54 -2.59

Results
LUMO energy = 0.5 eV
Relative energy (zero: lowest compared OMol25 entry of this formula, charge and spin) = 1027.7 kJ/mol
F_max = 0.230 Eh/bohr
Highest occupied orbital energy = -6.98 eV
Frontier orbital gap = 7.5 eV
Total energy = -5313.10206 a.u.

Here are the Mulliken charges for atoms 1 to 6, given in e: C 1.49; O -0.61; C -0.25; C -0.39; N -0.46; C -0.62